Entry 1:
{"formula": "C34H45F3NO2RhSe", "method": "ωB97M-V with the def2-TZVPD basis set", "e_homo_ha": [-0.19047, -0.26695], "multiplicity": 5, "orbital_gap_ev": [4.98, 4.46], "total_charge": 0, "relative_energy_kcal_mol": 15.0, "symbols": ["Rh", "C", "C", "C", "C", "C", "C", "C", "Se", "C", "C", "C", "C", "C", "C", "O", "C", "C", "C", "C", "C", "C", "C", "C", "C", "O", "C", "C", "C", "C", "C", "C", "H", "H", "H", "H", "H", "H", "H", "H", "H", "H", "H", "H", "H", "H", "H", "H", "H", "H", "H", "H", "H", "H", "H", "H", "H", "H", "H", "H", "H", "H", "H", "H", "H", "H", "H", "H", "H", "H", "H", "H", "H", "F", "C", "F", "F", "C", "C", "C", "N", "C", "C", "H", "H", "H", "H"], "coordinates": [[1.743919, -1.014259, -1.838516], [-1.938255, 4.930884, 0.908771], [-0.642208, 5.190487, 0.132436], [-1.023658, 5.701051, -1.307373], [0.150510, 6.397885, 0.761000], [0.185291, 3.983988, -0.106663], [-0.393551, 2.880452, -0.704890], [0.331325, 1.767796, -1.072009], [-0.385566, 0.376179, -2.167513], [-1.430876, -0.639870, -0.835419], [-2.729198, -0.294726, -0.719553], [-3.494137, -0.891148, 0.295390], [-3.001927, -1.988974, 0.976415], [-1.747087, -2.519493, 0.705428], [-0.909680, -1.702680, -0.140487], [0.415669, -1.777955, -0.187387], [-1.165093, -3.850900, 1.131246], [-2.418578, -4.591449, 1.701957], [-0.721515, -4.694867, -0.049569], [-0.054728, -3.814231, 2.207279], [-4.876578, -0.384615, 0.679068], [-5.935848, -1.551103, 0.681836], [-4.884817, 0.232328, 2.106749], [-5.372021, 0.649289, -0.380153], [1.637541, 1.721184, -0.643160], [2.174799, 0.469481, -0.527561], [2.330016, 2.838399, -0.084111], [1.527655, 3.938286, 0.188891], [3.832160, 2.681393, 0.145415], [4.541675, 2.013905, -1.060084], [4.362955, 4.120411, 0.156903], [4.149057, 2.037779, 1.527284], [-2.378671, 5.886594, 1.169714], [-1.715583, 4.380955, 1.792797], [-2.647924, 4.391366, 0.295685], [-1.621898, 6.576522, -1.205691], [-1.580666, 5.003261, -1.905838], [-0.090366, 5.988148, -1.813447], [-0.544660, 7.257414, 0.792766], [1.040760, 6.691976, 0.162815], [0.471152, 6.205033, 1.788255], [-1.464996, 2.826165, -0.948328], [-3.191052, 0.489741, -1.388180], [-3.702384, -2.424217, 1.693510], [-3.257425, -4.537652, 1.002305], [-2.697780, -4.151798, 2.677106], [-2.236944, -5.654309, 1.772274], [-1.492997, -4.774609, -0.799775], [-0.478411, -5.652987, 0.398899], [0.140920, -4.241598, -0.537999], [0.053861, -2.817649, 2.630360], [0.904003, -4.092047, 1.765634], [-0.278180, -4.554325, 2.946592], [-5.745390, -2.260271, 1.486011], [-5.990034, -2.017922, -0.292459], [-6.923496, -1.108117, 0.893385], [-4.854266, -0.505122, 2.898909], [-5.774572, 0.826016, 2.373081], [-4.038910, 0.888923, 2.232306], [-5.318372, 0.253431, -1.370552], [-4.771888, 1.559847, -0.317654], [-6.405001, 0.977685, -0.234766], [2.052233, 4.776683, 0.665256], [4.226041, 2.564311, -2.017246], [4.282371, 0.979567, -1.193910], [5.634725, 2.020213, -0.906074], [4.178380, 4.702089, -0.782946], [5.460339, 4.109465, 0.237278], [3.950680, 4.751832, 0.972308], [3.765472, 1.029456, 1.522964], [3.650369, 2.554019, 2.345163], [5.208120, 2.062023, 1.669322], [2.186964, 0.007118, -3.003746], [3.252138, -7.198776, -2.132499], [3.632283, -6.333044, -1.091525], [4.940379, -6.523075, -0.824231], [2.976420, -6.742912, 0.034455], [3.349691, -4.919714, -1.424842], [3.017165, -4.647869, -2.754412], [2.883267, -3.305046, -3.059469], [3.011105, -2.384857, -2.107241], [3.496656, -2.692509, -0.863512], [3.659205, -3.986704, -0.445762], [3.070701, -5.378173, -3.552796], [2.630408, -2.917810, -4.076613], [3.772785, -1.889001, -0.205407], [4.046041, -4.262662, 0.556115]], "atomic_forces_ev_per_a": [[-4.0, 0.4, 1.4], [0.6, 0.4, -0.6], [-0.1, 2.0, -1.0], [1.1, 0.0, 0.7], [-0.4, -0.3, -0.2], [-0.3, -0.3, 0.6], [-1.3, -1.1, -1.2], [-1.2, 1.1, -0.1], [-0.6, -0.6, 0.9], [-0.1, 0.6, -1.6], [-2.6, 1.4, 0.2], [-0.5, 0.8, -0.4], [0.2, -0.5, 0.1], [1.7, 1.2, -1.2], [2.0, 0.2, 0.6], [0.4, -1.2, -0.5], [-2.1, -0.5, 0.9], [0.3, 0.2, 0.1], [0.5, 0.6, 0.0], [0.1, 0.5, -1.0], [-1.7, -0.1, -0.4], [0.1, 1.3, 0.3], [-0.3, 0.3, -0.3], [0.1, 0.4, 1.4], [2.3, -3.4, 1.3], [0.1, 3.7, 0.0], [-0.8, -1.4, -0.2], [2.4, 0.3, 0.4], [-0.1, 1.6, 0.1], [-0.4, 0.6, -0.6], [0.7, 1.3, -0.1], [-1.0, 0.1, -1.1], [-0.2, 0.1, 0.1], [-0.1, -0.5, 0.8], [-0.2, -0.3, 0.0], [-0.5, 0.8, 0.1], [-0.1, -0.5, -0.2], [-0.3, -0.2, -0.1], [0.4, -0.3, 0.0], [-0.6, -0.3, 0.3], [0.0, -0.1, -0.1], [0.5, 0.4, 0.2], [0.7, -0.9, 1.0], [0.6, -0.2, -0.2], [0.0, 0.3, 0.1], [-0.1, -0.4, -0.4], [0.3, -0.3, 0.5], [-0.4, -0.3, -0.1], [0.2, -0.4, -0.5], [0.2, -0.2, 0.1], [-0.1, -0.1, 0.2], [0.0, 0.2, 0.0], [-0.1, -0.3, 0.7], [0.1, -0.2, -0.2], [0.1, -0.4, -0.1], [0.3, -0.1, -0.1], [0.3, -0.5, 0.0], [0.0, -0.1, -0.6], [0.4, 0.3, 0.1], [0.1, -0.3, -0.7], [0.1, 0.0, -0.1], [0.0, -0.3, 0.3], [-0.7, -0.2, -0.3], [0.8, -0.7, 1.3], [-0.3, -0.4, 0.0], [-0.4, 0.4, -0.2], [-0.2, -0.7, 0.5], [-0.3, 0.0, 0.3], [0.4, -0.5, -0.3], [0.1, -0.5, 0.1], [0.0, 0.3, 0.0], [0.7, -0.1, 0.2], [0.3, -0.4, -0.4], [0.8, 0.9, 1.7], [-0.8, -1.1, -0.3], [-0.1, -0.4, -0.3], [0.2, 0.0, -0.7], [0.3, -2.3, 0.1], [0.4, 2.0, -0.5], [-0.7, -1.5, -1.7], [2.9, 0.4, -0.1], [0.3, -0.3, 1.1], [-0.4, 0.6, -0.3], [-0.3, -0.1, 0.3], [0.4, -0.5, 0.9], [0.1, 0.5, -0.1], [-0.3, 0.3, -0.9]]}

---

Entry 2:
{"formula": "C13H10IN4O4RuS", "method": "ωB97M-V with the def2-TZVPD basis set", "e_homo_ha": [-0.53156, -0.53105], "multiplicity": 2, "orbital_gap_ev": [4.65, 5.02], "total_charge": 2, "relative_energy_kcal_mol": 64.6, "symbols": ["Ru", "O", "C", "O", "C", "C", "C", "C", "C", "N", "C", "O", "O", "H", "H", "H", "H", "I", "C", "C", "N", "N", "C", "H", "H", "H", "S", "C", "C", "N", "C", "H", "H", "H"], "coordinates": [[-0.690000, 0.747300, -0.350900], [-2.743300, -2.344000, 2.163700], [-2.064300, -1.385700, 1.613500], [-2.340200, -0.849400, 0.545800], [-0.873700, -0.935600, 2.399100], [-0.530700, -1.394200, 3.667200], [0.606300, -0.874600, 4.277200], [1.348200, 0.102800, 3.625300], [0.916800, 0.504300, 2.366300], [-0.142000, -0.006200, 1.774200], [1.658900, 1.650000, 1.553600], [2.622800, 2.138800, 2.069300], [1.083700, 1.890700, 0.461300], [-3.516600, -2.650200, 1.652800], [-1.144800, -2.138900, 4.150700], [0.910200, -1.227700, 5.255000], [2.232600, 0.550000, 4.055700], [-5.068800, 5.285500, 0.216600], [-3.262600, 4.301400, -0.158200], [-1.997400, 4.874900, -0.280000], [-1.147800, 3.878700, -0.532900], [-1.778300, 2.694800, -0.581900], [-3.064000, 2.923600, -0.353400], [-1.693800, 5.900100, -0.185300], [-0.143200, 3.944100, -0.686700], [-3.795500, 2.132800, -0.348800], [1.280200, -0.946400, -4.227000], [-0.437000, -1.020400, -4.284800], [-0.977800, -0.541400, -3.135900], [-0.049800, -0.114200, -2.231200], [1.179700, -0.263000, -2.672200], [-0.958300, -1.396900, -5.142800], [-2.030400, -0.482300, -2.898800], [2.048900, 0.029900, -2.103200]], "atomic_forces_ev_per_a": [[1.6, 1.2, 2.6], [-0.2, -0.3, 0.2], [0.4, 0.4, 0.0], [-0.1, 0.2, -0.9], [-0.3, -0.6, 0.6], [-0.4, 0.1, -0.7], [0.4, 0.3, 0.0], [-0.5, -0.4, 0.0], [1.2, 1.3, -0.5], [-0.7, 0.2, -1.5], [-0.1, -2.4, 3.3], [0.0, 0.4, -0.6], [-2.2, 0.6, -4.2], [0.2, 0.3, -0.1], [0.0, 0.0, 0.0], [-0.1, 0.0, 0.0], [0.0, 0.1, -0.1], [0.6, -0.3, -0.1], [-0.4, -0.1, 0.0], [-0.7, -0.6, 0.0], [0.9, 0.3, -0.1], [1.9, -2.4, -0.2], [-0.9, 0.9, 0.2], [0.2, 0.1, -0.1], [-0.3, -0.2, 0.2], [0.0, -0.1, 0.0], [-0.5, 0.3, 0.8], [0.1, 0.2, 0.4], [-0.5, -0.3, -0.6], [-0.6, 1.1, 1.8], [0.7, 0.0, -0.3], [-0.1, -0.1, -0.2], [0.0, 0.0, -0.1], [0.0, 0.0, 0.0]]}

---

Molar mass, record by record: 738.60, 546.29 g/mol